{
  "formula": "C9H7ClF3O5PdS",
  "method": "wB97M-V/def2-TZVPD",
  "symbols": ["Pd", "Cl", "C", "C", "C", "C", "O", "C", "C", "O", "C", "H", "H", "H", "H", "F", "C", "F", "F", "S", "O", "O", "O", "C", "H", "H", "H"],
  "coordinates": [[-0.6449, -0.6920, -1.3530], [0.2319, 2.9891, 4.8010], [-0.1523, 1.8604, 3.6088], [-0.2623, 0.4950, 3.9444], [-0.5824, -0.4059, 2.9802], [-0.7750, 0.0041, 1.6019], [-1.0424, -0.8763, 0.7573], [-0.6673, 1.4239, 1.2913], [-0.9519, 1.9942, -0.0296], [-1.2387, 1.3688, -1.0373], [-0.3694, 2.3055, 2.2827], [-0.0932, 0.1846, 4.9665], [-0.6739, -1.4625, 3.1932], [-0.9277, 3.0886, -0.0936], [-0.3031, 3.3659, 2.0667], [2.5534, -1.1768, -4.1305], [2.1372, -0.3341, -3.2096], [0.8808, 0.0648, -3.5216], [2.9123, 0.7298, -3.1489], [2.0519, -1.1647, -1.5840], [3.3564, -1.5445, -1.1937], [1.3688, -0.1124, -0.7503], [1.0370, -2.2135, -1.8192], [-1.8690, -2.3824, -2.3450], [-1.2860, -3.2889, -2.4029], [-2.0358, -1.8594, -3.2811], [-2.6543, -2.3610, -1.5936]],
  "lowdin_charge": [1.1375, 0.8463, -0.6126, -0.0451, 0.0766, -0.2946, -0.0072, -0.0941, -0.1218, -0.0131, -0.0063, 0.1294, 0.1431, 0.1549, 0.1344, 0.1872, -0.6832, 0.0910, 0.1817, 0.5765, -0.1871, -0.3469, -0.3418, 0.0286, 0.0193, 0.0226, 0.0246],
  "molar_mass_g_mol": 426.1,
  "total_energy_ev": -54662.29024,
  "orbital_gap_ha": [0.3062, 0.2778],
  "max_force_ev_per_a": 0.9,
  "charge": 1,
  "e_above_lowest_kcal_mol": 2.8,
  "spin_multiplicity": 5
}